[1]
{"formula": "C2H10NOS2", "method": "the ωB97M-V functional and the def2-TZVPD basis", "total_energy_ev": -27437.56901, "charge": 1, "species": ["N", "C", "C", "S", "S", "H", "H", "H", "H", "H", "H", "H", "H", "H", "H", "O"], "xyz": [[1.010, 0.270, 0.796], [-0.097, -0.678, 0.335], [-1.329, 0.183, 0.011], [-2.619, -0.971, -0.722], [-3.953, 0.379, -1.423], [1.816, 0.252, 0.145], [1.461, -0.039, 1.655], [0.607, 1.206, 0.778], [-0.433, -1.366, 1.116], [0.230, -1.102, -0.607], [-1.787, 0.433, 0.956], [-1.300, 1.011, -0.709], [-4.876, 0.324, -0.349], [4.069, -0.495, -0.177], [3.856, 0.564, -1.214], [3.344, 0.029, -0.592]]}

=====

[2]
{"formula": "C2H10NOSi", "method": "the ωB97M-V functional and the def2-TZVPD basis", "total_energy_ev": -13641.94701, "charge": 1, "species": ["C", "C", "N", "O", "Si", "H", "H", "H", "H", "H", "H", "H", "H", "H", "H"], "xyz": [[-1.254, 1.821, 0.230], [1.315, -0.429, 0.069], [1.126, -1.586, 1.038], [-1.838, 0.968, -0.716], [-1.060, -0.139, -1.604], [-1.734, 1.620, 1.204], [-1.425, 2.914, -0.060], [-0.142, 1.715, 0.309], [2.180, -0.825, -0.607], [1.397, 0.560, 0.577], [1.851, -2.238, 1.166], [0.237, -2.117, 0.802], [1.144, -1.232, 2.030], [-0.192, 0.450, -2.675], [-1.605, -1.483, -1.761]]}

=====

[3]
{"formula": "C2H10NS", "method": "the ωB97M-V functional and the def2-TZVPD basis", "total_energy_ev": -14552.96016, "charge": 1, "species": ["N", "H", "H", "H", "H", "C", "S", "C", "H", "H", "H", "H", "H", "H"], "xyz": [[2.534, 1.063, 0.638], [3.009, 0.818, -0.212], [2.894, 0.351, 1.317], [2.737, 1.967, 1.016], [0.299, 0.165, -1.266], [-2.040, -0.842, -1.291], [-0.835, 0.439, -0.867], [-0.459, -0.114, 0.844], [-2.879, -0.770, -0.378], [-1.698, -1.931, -1.212], [-2.589, -0.761, -2.284], [0.595, 0.232, 0.870], [-1.133, 0.511, 1.554], [-0.433, -1.129, 1.272]]}